22
Properties=species:S:1:pos:R:3:lowdin_charge:R:1 method="wB97M-V/def2-TZVPD" total_charge=+1 homo_energy_ev=-11.304 gap_ev=8.390 de_lowest_kcal_mol=6.3 lumo_energy_ev=-2.9
C -2.3689 2.5895 -4.9290 -0.442
H -0.5242 0.9932 -6.5243 0.046
C -1.2869 0.3559 -6.0459 -0.442
H -1.9823 -2.2263 1.7647 0.146
H -0.4304 0.0238 -1.2346 0.153
H -2.1627 0.2941 -6.7135 0.046
H 1.4625 -1.0794 0.6291 0.102
H -2.7028 3.1276 -4.0259 0.034
N -0.3167 -0.3856 -0.3040 0.039
H -2.5157 -0.8716 -1.4677 0.127
N -1.2132 -1.6657 1.3893 0.209
C 0.9305 -0.1378 0.4121 -0.044
H 0.7491 0.3909 1.3630 0.102
C -1.3180 -1.1125 0.1792 -0.444
N -2.4318 -1.2941 -0.5398 0.202
H -1.5875 3.1882 -5.4266 0.046
H 1.5755 0.4923 -0.2233 0.109
S -1.7413 0.9807 -4.4195 0.662
H -3.1993 -1.8551 -0.1620 0.143
H -0.8694 -0.6570 -5.9184 0.034
H -0.3630 -1.5288 1.9415 0.126
H -3.2261 2.4891 -5.6158 0.046